#w
{"formula": "C2H4O2S2", "method": "ωB97M-V/def2-TZVPD", "orbital_gap_ev": [8.13, 8.13], "lumo_ha": [-0.0442, -0.0442], "spin_multiplicity": 1, "elements": ["S", "C", "H", "O", "H", "H", "H", "O", "C", "S"], "xyz": [[0.60107, -0.87348, 1.08629], [-1.76011, -0.46069, -0.27571], [-2.07140, 0.13152, -1.20005], [2.27994, 0.66280, -0.88453], [-2.07704, -1.48045, -0.43019], [-2.27815, 0.05296, 0.54719], [0.13787, 0.60948, -0.56314], [2.78536, 1.29011, 1.36786], [-0.35507, -0.16653, -0.05439], [2.73753, 0.23428, 0.40668]], "lowdin_charge": [0.7693, -0.1495, 0.1058, -0.5011, 0.0818, 0.0981, 0.0255, -0.4795, -0.5648, 0.6142]}


#x
{"formula": "C2H4O2S2", "method": "ωB97M-V/def2-TZVPD", "orbital_gap_ev": 9.20, "smiles": "CC(=O)SOS", "lumo_ha": -0.0014, "spin_multiplicity": 1, "elements": ["H", "H", "H", "H", "S", "O", "C", "S", "O", "C"], "xyz": [[-2.18328, 0.28976, 0.78453], [-1.01180, -0.05309, 2.08083], [1.21080, -0.22203, -2.05177], [-1.68079, -1.37962, 0.79289], [2.54152, -0.18821, -1.74264], [2.04276, 0.99197, -0.66732], [-1.38826, -0.30345, 1.11351], [1.27819, 0.62203, 0.81041], [-0.47408, 0.09495, -1.15616], [-0.33506, 0.14767, 0.03571]], "lowdin_charge": [0.0525, 0.0506, -0.1195, 0.1304, 0.7366, -1.0303, -0.0439, 0.9246, -0.0132, -0.6877]}


Of them, the most stable is #w and the least stable is #x.


#w
{"formula": "C2H4O2S2", "method": "ωB97M-V/def2-TZVPD", "orbital_gap_ev": [7.56, 7.56], "smiles": "CSC=S(=O)=O", "lumo_ha": [-0.0516, -0.0516], "spin_multiplicity": 1, "elements": ["S", "H", "C", "O", "O", "H", "S", "H", "H", "C"], "xyz": [[-0.55084, -1.00638, 0.61141], [-1.57212, 0.44680, -0.87239], [0.50458, 0.22877, 0.72693], [3.17168, 1.32728, 0.28496], [3.04052, -1.07013, -0.20681], [0.12728, 1.20147, 0.34552], [2.38108, 0.22176, -0.16832], [-2.39110, -1.15604, -0.91026], [-2.75118, 0.12616, 0.42704], [-1.95989, -0.31970, -0.23810]], "lowdin_charge": [0.8800, 0.0173, -0.5678, -0.4042, -0.4129, 0.0178, 0.7236, 0.0732, 0.0655, -0.3923]}


#x
{"formula": "C2H4O2S2", "method": "ωB97M-V/def2-TZVPD", "orbital_gap_ev": 8.60, "lumo_ha": -0.0156, "spin_multiplicity": 1, "elements": ["O", "O", "C", "H", "C", "S", "S", "H", "H", "H"], "xyz": [[1.31844, -0.54953, -1.89493], [-0.01375, 1.40363, -1.84474], [-1.05105, -0.81262, 0.21834], [-2.06503, -1.20008, 0.19483], [0.92254, 0.72103, 1.32440], [1.26941, 0.78078, -1.58289], [-0.50085, 0.07689, 1.74798], [-0.85506, -0.07297, -0.59883], [1.29637, 1.24764, 2.12357], [-0.32102, -1.59476, 0.31228]], "lowdin_charge": [-0.4082, -0.4563, -0.3372, 0.0451, -0.3951, 0.7853, 0.8405, -0.0062, -0.0888, 0.0209]}


Of them, the most stable is #w and the least stable is #x.


#w
{"formula": "C2H4O2S2", "method": "ωB97M-V/def2-TZVPD", "orbital_gap_ev": 9.24, "smiles": "O=C(O)CSS", "lumo_ha": 0.0155, "spin_multiplicity": 1, "elements": ["O", "H", "H", "S", "S", "C", "O", "H", "C", "H"], "xyz": [[-0.32241, -1.51589, -0.49945], [0.17844, -0.59376, -2.78347], [-1.18612, 0.98233, 0.68374], [1.05013, 0.94731, 1.29786], [0.41900, -0.39725, 2.75744], [-0.26777, 0.80840, 0.07326], [0.32614, -0.00527, -2.02374], [0.19177, -1.44414, 1.95259], [-0.05999, -0.39108, -0.81423], [-0.32918, 1.60935, -0.64399]], "lowdin_charge": [0.0919, 0.1443, 0.0943, 0.4569, 0.3382, -0.4844, 0.1057, -0.1959, -0.6284, 0.0775]}


#x
{"formula": "C2H4O2S2", "method": "ωB97M-V/def2-TZVPD", "orbital_gap_ev": 7.77, "lumo_ha": 0.0138, "spin_multiplicity": 1, "elements": ["H", "H", "O", "C", "H", "O", "S", "S", "C", "H"], "xyz": [[4.05555, 0.62092, 0.14967], [3.15087, -1.26601, 0.46845], [3.12002, 0.70470, -0.06963], [-2.48375, 0.44142, -0.12188], [-4.11158, -0.52168, -0.10435], [-3.18091, -0.67661, 0.08152], [0.92566, -0.68706, -0.15850], [-0.88778, 0.55015, 0.08954], [2.49968, -0.46133, 0.11425], [-3.08774, 1.29550, -0.44906]], "lowdin_charge": [0.1045, 0.0662, -0.0344, -0.6942, 0.1020, -0.0311, 0.5580, 0.5581, -0.6965, 0.0674]}


#y
{"formula": "C2H4O2S2", "method": "ωB97M-V/def2-TZVPD", "orbital_gap_ev": 9.06, "smiles": "O=S(=O)=S.C=C", "lumo_ha": -0.0339, "spin_multiplicity": 1, "elements": ["O", "S", "C", "H", "C", "O", "S", "H", "H", "H"], "xyz": [[-1.15849, -0.69426, 1.13608], [-3.09119, 1.06960, -0.05371], [1.12812, 0.76241, 0.17974], [1.21237, -0.89363, -1.02391], [1.38591, -0.58032, 0.00828], [-1.47598, -0.86377, -1.34297], [-1.79042, -0.29384, -0.06843], [1.05955, 1.43971, -0.68699], [1.14740, 1.31642, 1.08662], [1.58274, -1.26233, 0.76528]], "lowdin_charge": [-0.3479, 0.3890, -0.0885, 0.0538, -0.0550, -0.3503, 0.2704, 0.0602, 0.0365, 0.0317]}


Of them, the most stable is #w and the least stable is #x.


#w
{"formula": "C6H6INO2", "method": "ωB97M-V/def2-TZVPD", "orbital_gap_ev": [7.64, 7.64], "lumo_ha": [-0.0280, -0.0280], "spin_multiplicity": 1, "elements": ["C", "N", "O", "H", "I", "O", "C", "C", "C", "H", "H", "H", "C", "C", "H", "H"], "xyz": [[-1.09228, -0.01948, 0.22342], [1.06665, -0.77272, 0.44560], [-0.48858, -3.07695, -1.56524], [-2.17119, -1.94601, 0.13669], [3.59913, 0.74957, 1.24329], [1.19316, -1.92053, 0.07253], [0.59871, 1.59151, 0.31075], [-0.57820, 1.07829, -0.52673], [1.47202, 0.33005, 0.61965], [1.11911, 2.39941, -0.29701], [-0.19944, 0.74508, -1.48290], [-1.07661, 1.98907, -0.50602], [-1.32320, -1.28332, -0.22092], [-0.46017, -2.25710, -0.69460], [0.18310, 2.03728, 1.28176], [-1.84222, 0.35585, 0.95973]], "lowdin_charge": [-0.0998, -0.1732, 0.1477, 0.1564, 0.6007, 0.0398, -0.1910, -0.2031, -0.6413, 0.1272, 0.1373, 0.1043, -0.0667, -0.2194, 0.1364, 0.1446]}


#x
{"formula": "C6H6INO2", "method": "ωB97M-V/def2-TZVPD", "orbital_gap_ev": 8.68, "smiles": "O=[N+]([O-])[C@]1(I)C=CC=CC1", "lumo_ha": -0.0098, "spin_multiplicity": 1, "elements": ["C", "H", "C", "O", "H", "H", "C", "H", "C", "H", "H", "N", "C", "O", "C", "I"], "xyz": [[-0.25911, 1.13129, 0.67969], [-1.64380, 0.20298, 2.26345], [0.43123, -1.67526, 0.23952], [0.20868, 0.47513, -2.93236], [-1.10480, -2.04247, 1.75533], [0.88205, -2.64842, 0.32669], [0.52266, 0.62977, -0.52143], [-0.97359, 1.96944, 0.60697], [-0.89055, -0.00770, 1.47627], [0.47211, 1.52944, 1.46339], [1.71473, -0.95127, -1.41866], [-0.36634, 0.63481, -1.89630], [0.95766, -0.75340, -0.56167], [-1.49987, 0.91064, -1.70788], [-0.61382, -1.29712, 1.22140], [2.16274, 1.89213, -0.99441]], "lowdin_charge": [-0.2091, 0.1178, -0.0520, 0.0230, 0.0766, 0.1049, -0.7563, 0.1276, -0.0784, 0.1246, 0.1290, -0.4269, -0.1937, 0.1049, -0.0823, 0.9903]}


Of them, the most stable is #x and the least stable is #w.


#w
{"formula": "C4H8N2OS", "method": "ωB97M-V/def2-TZVPD", "orbital_gap_ev": 8.75, "lumo_ha": 0.0245, "spin_multiplicity": 1, "elements": ["C", "H", "S", "C", "H", "H", "N", "H", "C", "N", "H", "O", "H", "H", "H", "C"], "xyz": [[-0.17945, 0.55982, -0.51319], [-1.10953, 2.14487, 1.10918], [-0.54416, 1.98848, -1.17375], [-0.84973, 1.19873, 1.65834], [-0.30374, -1.08179, 2.31972], [-0.29267, -1.88501, 0.67685], [-0.44249, 0.15898, 0.73749], [0.08330, 0.33434, -3.19789], [0.63080, -0.80304, -1.66862], [0.78378, -0.26134, -2.84934], [1.29910, -1.01137, 1.55091], [1.16354, -1.77247, -1.14384], [-0.06552, 1.38380, 2.41479], [1.42004, -0.66559, -3.56444], [-1.70290, 0.77989, 2.36295], [0.10963, -1.06830, 1.28084]], "lowdin_charge": [-0.6617, 0.0241, 0.6665, -0.1178, 0.0798, 0.0850, -0.2831, 0.0440, -0.4173, 0.1309, 0.1518, 0.0161, 0.0879, 0.1461, 0.1242, -0.0766]}


#x
{"formula": "C4H8N2OS", "method": "ωB97M-V/def2-TZVPD", "orbital_gap_ev": [8.15, 8.15], "lumo_ha": [-0.0015, -0.0015], "spin_multiplicity": 1, "elements": ["H", "H", "H", "C", "N", "C", "H", "C", "H", "O", "H", "C", "N", "H", "H", "S"], "xyz": [[1.65232, -1.99720, 0.37488], [-0.91338, 2.70345, -0.42287], [1.94652, -1.26114, -1.50500], [2.18722, 0.95612, 0.66184], [-1.58159, 0.80391, 0.08343], [-1.62535, 1.85835, -0.86248], [-0.69930, -1.62838, 1.18479], [2.26100, -1.34109, -0.44728], [-2.62641, 2.28501, -0.99095], [2.06949, 2.00135, 1.11740], [3.28276, -1.75816, -0.49263], [-1.78235, -1.46804, 1.15992], [2.10775, -0.06927, 0.11493], [-2.41939, -2.25222, 1.63321], [-1.24621, 1.48482, -1.97027], [-2.61308, -0.31752, 0.36106]], "lowdin_charge": [0.1268, 0.1028, 0.0858, -0.3841, -0.5049, -0.2732, 0.0007, -0.1113, 0.0411, 0.1423, 0.0748, -0.3795, 0.0536, 0.0069, 0.1137, 0.9045]}


Of them, the most stable is #w and the least stable is #x.


#w
{"formula": "C4H8N2OS", "method": "ωB97M-V/def2-TZVPD", "orbital_gap_ev": 8.37, "lumo_ha": 0.0019, "spin_multiplicity": 1, "elements": ["H", "C", "H", "O", "H", "H", "N", "C", "C", "H", "S", "N", "H", "H", "C", "H"], "xyz": [[-1.44451, 0.89830, 1.61906], [0.02109, 1.77155, 0.50036], [-0.07069, -2.34012, -0.23717], [1.93854, -1.94637, -0.62882], [2.04229, 1.63936, 0.18398], [2.05578, -1.70340, -1.90660], [1.13661, 1.12279, 0.40350], [0.55612, -1.42507, -0.43628], [-0.80705, 0.52716, 0.69177], [-2.26704, 0.83488, -0.68985], [-0.21077, 3.39614, 0.12252], [-1.59052, -0.00085, -0.38039], [-2.38579, -0.92567, -0.14951], [0.03119, -1.06896, -1.40392], [0.42338, -0.25190, 0.66725], [0.57139, -0.52786, 1.64410]], "lowdin_charge": [0.1825, -0.8737, 0.1153, -0.2068, 0.1754, 0.2721, 0.0969, -0.2223, -0.4370, 0.1273, 0.5381, -0.0354, 0.2078, 0.1137, -0.1614, 0.1076]}


#x
{"formula": "C4H8N2OS", "method": "ωB97M-V/def2-TZVPD", "orbital_gap_ev": 8.73, "lumo_ha": 0.0003, "spin_multiplicity": 1, "elements": ["C", "H", "H", "H", "S", "O", "N", "C", "H", "H", "N", "H", "H", "C", "C", "H"], "xyz": [[-0.88164, 0.03903, -1.39958], [-1.82734, 1.55693, 0.92489], [-1.20178, 1.21175, 2.64110], [2.54554, -1.54548, 1.00246], [2.78641, -1.79466, -0.56780], [1.01310, -1.65823, -2.54243], [0.90944, 0.16937, 0.38444], [1.34412, -1.25521, -1.41402], [0.60896, 1.33205, 2.02885], [-1.01314, -0.98760, -2.31292], [0.18093, 0.97009, 1.20160], [-0.58294, 1.27104, -1.71366], [-1.32579, -0.17328, 1.42663], [0.43953, -0.28932, -0.72214], [-1.18736, 0.91304, 1.57116], [-1.80805, 0.24049, -0.50858]], "lowdin_charge": [-0.0646, 0.0801, 0.0990, 0.0219, 0.7558, -0.0477, 0.0092, -0.7915, 0.1066, 0.1868, -0.1315, 0.1543, 0.0910, -0.4326, -0.1329, 0.0961]}


Of them, the most stable is #x and the least stable is #w.